Computed, not measured: CH6O3Si in the gas phase at a distorted geometry, with ωB97M-V/def2-TZVPD.

Positions of all 11 atoms, in Å:
O (1.759, 0.902, -0.104)
C (0.939, -0.146, -0.315)
O (1.504, -1.296, 0.257)
O (-0.264, 0.178, 0.532)
Si (-1.763, 0.228, -0.074)
H (1.797, 1.255, 0.765)
H (0.525, -0.390, -1.247)
H (1.394, -1.360, 1.172)
H (-1.911, -1.223, -0.802)
H (-1.757, 1.141, -1.414)
H (-2.222, 0.710, 1.231)

Values from the calculation:
Gap between HOMO and LUMO   0.4028 Ha
Energy relative to the best compared isomer or geometry (same formula, charge and spin)   125.7 kcal per mole
Maximum force   0.127 Eh/bohr

---

Computed, not measured: CH6OP2 in the gas phase at a distorted geometry, with ωB97M-V/def2-TZVPD.

Positions of all 10 atoms, in Å:
O (-1.271, -0.834, 0.088)
C (-1.167, 0.536, 0.104)
P (0.975, 1.185, -0.109)
P (1.988, -0.698, 0.053)
H (-1.276, -1.156, -0.820)
H (-1.675, 1.043, -0.709)
H (-1.441, 0.914, 1.083)
H (1.112, 1.468, 1.250)
H (0.878, -1.474, 0.373)
H (1.877, -0.983, -1.312)

Values from the calculation:
Gap between HOMO and LUMO   0.3499 Ha
Energy relative to the best compared isomer or geometry (same formula, charge and spin)   40.7 kcal per mole
Maximum force   0.051 Eh/bohr

---

Computed, not measured: 2 unconnected molecules or ions with the total composition CH6OS2, with ωB97M-V/def2-TZVPD.

Positions of all 10 atoms, in Å:
C (-0.722, 2.566, -1.666)
S (-1.718, 2.348, -0.186)
S (-0.422, 1.508, 1.147)
H (-1.427, 2.950, -2.407)
H (-0.389, 1.596, -2.010)
H (0.123, 3.239, -1.517)
H (-0.563, 0.207, 0.809)
O (1.445, -4.935, 2.204)
H (2.294, -4.526, 2.383)
H (1.378, -4.953, 1.243)

Values from the calculation:
Gap between HOMO and LUMO   0.3549 Ha
Energy relative to the best compared isomer or geometry (same formula, charge and spin)   0.9 kcal per mole
Maximum force   0.006 Eh/bohr

---

Computed, not measured: 2 unconnected molecules or ions with the total composition CH6S, with ωB97M-V/def2-TZVPD.

Positions of all 8 atoms, in Å:
C (-0.672, 0.200, 1.129)
H (-1.472, 0.815, 0.716)
H (-0.309, -0.383, 0.286)
H (0.093, 0.831, 1.575)
H (-1.046, -0.455, 1.912)
S (1.725, -0.332, -1.687)
H (0.883, -1.297, -2.026)
H (0.798, 0.620, -1.905)

Values from the calculation:
Gap between HOMO and LUMO   0.3928 Ha
Energy relative to the best compared isomer or geometry (same formula, charge and spin)   1.5 kcal per mole
Maximum force   0.009 Eh/bohr

---

Computed, not measured: 2 unconnected molecules or ions with the total composition CH6S at a distorted geometry, with ωB97M-V/def2-TZVPD.

Positions of all 8 atoms, in Å:
C (2.024, -1.157, -0.321)
H (1.330, -1.794, 0.216)
H (3.053, -1.521, -0.203)
H (1.804, -1.136, -1.398)
H (1.970, -0.066, 0.111)
S (-1.070, 0.719, 0.163)
H (-2.114, 0.199, -0.519)
H (-1.068, -0.241, 1.108)

Values from the calculation:
Gap between HOMO and LUMO   0.3910 Ha
Energy relative to the best compared isomer or geometry (same formula, charge and spin)   3.4 kcal per mole
Maximum force   0.045 Eh/bohr

---

Computed, not measured: 2 unconnected molecules or ions with the total composition CH6S2 at a distorted geometry, with ωB97M-V/def2-TZVPD.

Positions of all 9 atoms, in Å:
S (-6.440, 3.300, 1.387)
S (-7.181, 2.522, -0.614)
H (-6.205, 2.177, 1.944)
H (-5.970, 2.608, -1.133)
C (5.111, -2.074, -0.337)
H (5.395, -1.573, 0.642)
H (4.008, -2.304, -0.500)
H (5.775, -3.066, -0.227)
H (5.506, -1.588, -1.161)

Values from the calculation:
Gap between HOMO and LUMO   0.3447 Ha
Energy relative to the best compared isomer or geometry (same formula, charge and spin)   18.6 kcal per mole
Maximum force   0.083 Eh/bohr